ORCA calculation (the ωB97M-V functional and the def2-TZVPD basis) on a molecular structure, C36H52N3OP2SV.

* max |F|: 0.1527 hartree/bohr
* 2S+1: 4
* energy relative to the best compared isomer or geometry (same formula, charge and spin): 0.0 kcal/mol
* E_LUMO (spin up / spin down): -3.093 / -3.187 eV
* energy: -99788.7476 eV
* charge: +1
* expectation value of S²: 3.77
* HOMO energy (spin up / spin down): -8.46 / -8.47 eV

Cartesian coordinates (Å):
1 C 1.860 -1.826 -1.240
2 C 1.961 0.352 -2.101
3 C 2.837 -2.253 -2.134
4 C 2.781 -0.103 -3.166
5 C 3.265 -1.393 -3.146
6 H 3.252 -3.252 -2.016
7 H 3.073 0.626 -3.919
8 H 3.984 -1.731 -3.885
9 N 1.344 -0.583 -1.269
10 P -0.259 -2.458 0.560
11 P 1.189 2.315 -0.259
12 C 1.417 -2.799 -0.156
13 H 1.419 -3.819 -0.578
14 H 2.171 -2.799 0.658
15 C 1.889 1.737 -1.812
16 H 2.251 2.432 -2.588
17 C -0.204 3.681 -0.410
18 C 2.877 3.147 0.209
19 C -1.432 -3.411 -0.606
20 C -0.171 -3.352 2.233
21 C -1.523 3.127 0.141
22 H -1.421 2.769 1.174
23 H -2.272 3.933 0.147
24 H -1.920 2.301 -0.455
25 C 0.106 4.919 0.441
26 H 0.171 4.667 1.506
27 H 1.012 5.452 0.145
28 H -0.727 5.631 0.340
29 C -0.374 4.038 -1.886
30 H -1.194 4.769 -1.968
31 H 0.522 4.492 -2.330
32 H -0.653 3.162 -2.484
33 C 2.874 3.608 1.669
34 H 2.887 2.741 2.339
35 H 3.789 4.196 1.836
36 H 2.016 4.230 1.933
37 C 4.012 2.117 0.060
38 H 3.827 1.224 0.671
39 H 4.145 1.797 -0.978
40 H 4.956 2.590 0.377
41 C 3.175 4.323 -0.750
42 H 2.828 4.162 -1.776
43 H 2.763 5.273 -0.391
44 H 4.267 4.444 -0.825
45 C -1.603 -3.451 2.779
46 H -1.558 -3.800 3.824
47 H -2.098 -2.468 2.767
48 H -2.217 -4.174 2.226
49 C 0.671 -2.500 3.200
50 H 1.726 -2.437 2.899
51 H 0.270 -1.484 3.297
52 H 0.627 -2.967 4.198
53 C 0.482 -4.744 2.183
54 H 0.510 -5.140 3.211
55 H -0.075 -5.463 1.576
56 H 1.514 -4.696 1.814
57 C -1.055 -3.036 -2.048
58 H -1.770 -3.506 -2.741
59 H -1.088 -1.951 -2.203
60 H -0.052 -3.402 -2.305
61 C -2.878 -2.996 -0.310
62 H -3.056 -1.939 -0.519
63 H -3.537 -3.606 -0.948
64 H -3.138 -3.211 0.732
65 C -1.375 -4.940 -0.458
66 H -0.361 -5.344 -0.554
67 H -1.828 -5.287 0.479
68 H -1.979 -5.382 -1.269
69 V -0.172 -0.033 0.187
70 C 1.223 0.037 1.367
71 O 2.180 0.030 2.073
72 N -2.031 0.014 -0.956
73 C -2.835 0.096 -1.851
74 C -3.044 0.518 -3.222
75 C -4.309 0.511 -3.838
76 C -1.905 0.889 -3.974
77 C -4.421 0.826 -5.196
78 H -5.193 0.239 -3.255
79 C -2.028 1.215 -5.325
80 H -0.922 0.861 -3.489
81 C -3.279 1.147 -5.946
82 H -5.404 0.786 -5.672
83 H -1.129 1.482 -5.881
84 H -3.347 1.340 -7.017
85 S -1.881 0.198 1.923
86 C -1.212 0.378 3.509
87 N -1.772 -0.413 4.494
88 C -1.193 -0.583 5.721
89 C -0.079 0.161 6.043
90 C 0.418 1.099 5.128
91 C -0.158 1.218 3.864
92 H -2.581 -0.976 4.240
93 H -1.668 -1.306 6.379
94 H 0.396 0.026 7.014
95 H 1.259 1.735 5.408
96 H 0.182 1.949 3.131